Record 1
ORCA calculation (wB97M-V/def2-TZVPD) on a cluster of 5 separate species, C36H62F3NO15PS4 in total.

Last column: Löwdin charge in e.
Element x y z (Å)
O1 5.000 -2.560 -4.449  -0.0253
C1 -6.044 -1.720 7.142  -0.2159
O2 2.413 -3.026 0.705  0.1019
C2 0.208 -3.260 -3.169  -0.1260
H1 -3.396 6.909 -2.171  0.1145
H2 -2.931 9.697 0.417  0.1095
H3 -1.162 -0.374 -6.522  0.0932
C3 -2.131 8.277 -1.027  -0.2184
H4 3.146 -0.500 -4.256  0.1123
H5 -0.304 -3.584 -2.264  0.1057
C4 -0.109 -5.523 -4.406  -0.5737
H6 -1.537 1.442 4.069  0.1271
H7 2.407 -0.596 0.122  0.0760
O3 -0.632 1.073 1.075  -0.3309
H8 -0.026 3.276 2.371  0.1104
H9 6.724 -1.783 5.302  0.1063
H10 2.704 -4.390 -5.981  0.1312
C5 -4.564 -1.792 6.776  -0.2256
H11 -3.317 -0.119 -5.309  0.0998
C6 1.577 -0.726 0.813  0.0230
O4 2.770 -4.228 -3.932  -0.1904
H12 5.235 -3.364 3.725  0.1134
O5 -2.348 2.532 -0.002  -0.3309
S1 -4.301 -0.364 5.732  0.6637
H13 -6.202 -0.947 7.896  0.1215
O6 -1.893 6.706 1.863  -0.3302
H14 -2.800 4.118 3.276  0.1171
O7 -3.484 -0.738 4.603  -0.3276
O8 -0.009 -3.376 -5.561  0.0101
C7 -2.449 0.446 -4.994  -0.0907
H15 -0.036 -2.206 -3.311  0.1163
S2 -1.682 2.068 1.197  0.7235
C8 2.223 -4.327 -1.322  -0.0849
P1 1.984 -3.402 -2.854  0.9579
C9 3.055 -3.665 -5.251  -0.1423
S3 4.520 -1.338 6.016  0.6616
H16 2.495 -2.748 -5.436  0.1230
H17 4.292 -1.988 -7.006  0.0928
C10 2.091 0.631 -2.804  -0.2206
C11 1.581 -3.516 -0.211  -0.5440
C12 -2.239 8.856 0.381  -0.2277
C13 -2.380 2.041 3.719  -0.2162
C14 -2.885 1.496 2.387  -0.2230
H18 2.850 -2.954 5.567  0.1093
H19 -4.792 6.573 0.175  0.1033
H20 -0.698 -3.502 -6.222  0.1239
O9 4.669 -0.106 5.284  -0.3282
H21 -6.045 -0.211 4.118  0.1007
O10 1.318 -2.336 2.580  0.2059
H22 -3.843 1.937 2.110  0.1130
H23 5.839 -2.893 -7.075  0.0893
H24 1.123 0.621 -2.290  0.1277
C15 -1.427 2.053 -3.516  -0.2635
H25 0.770 2.988 -2.670  0.1140
H26 -3.272 5.688 -0.106  0.0954
C16 1.011 2.633 -3.676  -0.1598
H27 5.934 -2.393 -4.612  0.1099
C17 3.678 -2.550 4.988  -0.2211
H28 2.838 0.681 -2.004  0.1205
C18 2.322 -0.678 -3.569  -0.1893
H29 -1.188 4.361 1.566  0.0798
H30 -6.397 -2.665 7.550  0.1173
H31 -1.363 3.902 4.261  0.1240
H32 6.542 -2.028 7.060  0.1087
H33 1.718 -5.290 -1.342  0.1190
H34 -6.785 -2.204 5.172  0.1171
H35 -3.487 1.459 -3.407  0.1189
H36 5.036 -4.435 -5.359  0.1550
C19 -0.201 1.886 -4.172  -0.1579
H37 3.294 -4.444 -1.161  0.1249
C20 -0.129 1.021 -5.263  -0.0492
H38 -1.291 7.581 -1.077  0.1182
H39 4.324 -3.641 -7.573  0.0918
H40 0.638 -0.727 0.262  0.0895
C21 -1.078 3.454 2.157  -0.2071
C22 4.534 -3.464 -5.438  -0.4117
C23 -1.245 0.299 -5.678  -0.0999
C24 4.721 -3.624 4.653  -0.2145
F1 0.841 -5.852 -5.280  0.1651
H41 -4.339 -2.676 6.181  0.1084
S4 -2.959 7.533 1.346  0.6653
N1 2.211 1.790 -3.677  -0.0551
H42 -4.254 8.248 -1.423  0.1177
H43 -7.816 -1.073 6.036  0.1156
H44 -1.475 -3.929 -4.252  0.1671
H45 3.775 -1.953 -2.515  0.1117
C25 -1.928 3.481 3.432  -0.1918
C26 -3.447 7.528 -1.278  -0.2084
H46 -1.824 2.579 -1.680  0.0366
C27 -3.731 6.673 -0.036  -0.2122
O11 0.398 -3.303 -0.205  0.1287
C28 5.734 -3.654 5.806  -0.2196
H47 -3.148 2.008 4.484  0.0907
O12 3.929 -1.351 7.328  -0.3133
H48 -1.962 9.060 -1.764  0.1160
C29 4.776 -2.953 -6.856  -0.0255
C30 -0.390 -4.005 -4.360  -0.2787
C31 6.091 -2.197 6.086  -0.2303
F2 0.258 -5.986 -3.194  0.1414
C32 2.696 -1.800 -2.571  -0.2181
H49 3.294 -2.045 4.108  0.0733
H50 5.276 -4.101 6.691  0.1207
O13 -3.968 8.055 2.228  -0.3157
O14 -3.950 0.765 6.554  -0.3133
H51 0.824 0.908 -5.765  0.1128
C33 -2.546 1.331 -3.925  -0.0067
O15 -1.494 2.970 -2.498  0.0215
H52 2.990 2.369 -3.398  0.1101
H53 4.247 -4.593 4.504  0.1130
H54 -1.285 9.137 0.821  0.1084
H55 6.618 -4.238 5.556  0.1145
H56 1.445 -0.963 -4.152  0.0806
H57 1.572 0.070 1.548  0.0988
H58 -6.361 0.783 5.562  0.1065
H59 -2.944 0.411 2.353  0.0970
H60 -3.894 -1.732 7.630  0.1108
C34 -6.780 -1.347 5.848  -0.2102
C35 -6.013 -0.184 5.204  -0.2156
C36 1.710 -2.034 1.513  -0.4163
H61 2.369 -1.476 -1.581  0.0649
F3 -1.223 -6.177 -4.764  0.1598
H62 1.198 3.519 -4.284  0.1314

Forces on atoms 1 to 2 (eV/Å):
-0.04 -0.06 0.04
-0.02 0.08 -0.05

**E**: -4825.82545 Eh
**Highest occupied orbital energy**: -0.389 Ha
**Orbital gap**: 8.7 eV
**E_LUMO**: -1.852 eV
**Net charge**: +1



Record 2
ORCA calculation (wB97M-V/def2-TZVPD) on a cluster of 12 separate species, C36H62O36 in total at a distorted geometry.

Last column: Löwdin charge in e.
Element x y z (Å)
H1 -5.424 0.849 -0.497  0.0830
C1 3.509 -0.420 5.848  -0.0248
C2 -6.760 -1.485 -6.944  -0.0396
O1 0.475 -0.144 -0.597  0.0064
C3 6.467 -3.019 2.432  -0.6052
H2 6.548 0.589 -0.931  0.1243
C4 6.810 0.961 2.159  -0.5970
O2 -6.351 -3.426 -0.128  0.1511
H3 6.016 2.944 -2.364  0.1233
C5 -6.479 -1.148 -4.624  -0.6329
H4 3.205 -2.724 2.403  0.1019
C6 -2.813 3.205 -0.764  -0.5585
C7 -7.292 0.830 1.733  -0.6144
O3 2.842 1.847 3.235  -0.0193
H5 9.053 -4.885 2.847  0.0942
O4 -1.480 2.080 2.130  0.0518
H6 -1.846 -4.035 -2.209  0.0997
O5 -0.122 -0.623 1.482  0.1316
O6 -2.269 -4.885 -0.314  0.0053
H7 3.777 -0.044 6.829  0.0995
C8 -5.678 -3.629 0.829  -0.5700
H8 -6.098 -1.508 -7.805  0.0908
H9 4.230 -2.023 1.185  0.0837
H10 1.902 0.644 0.619  0.0882
H11 1.550 -5.025 0.627  0.1019
C9 -8.115 -1.436 1.914  -0.0275
O7 3.918 4.514 -0.857  0.0774
H12 3.851 5.683 -6.648  0.0949
O8 -5.972 -1.565 -5.767  0.0091
H13 5.216 4.067 -3.568  0.1304
H14 -5.587 -4.655 3.736  0.1324
O9 -0.108 -4.584 -0.520  -0.0237
H15 2.934 1.322 -4.131  0.0906
H16 -0.052 2.847 4.914  0.1268
H17 -7.499 -2.279 -7.023  0.0975
O10 5.489 0.803 2.083  0.0566
H18 -0.856 3.350 -2.864  0.1308
H19 -2.448 -2.167 0.473  0.0856
H20 -6.421 -0.446 -2.034  0.0915
H21 5.947 4.531 -0.755  0.1305
C10 -2.741 -1.121 0.380  -0.0021
C11 1.899 1.649 -4.177  -0.0229
H22 -3.634 -1.028 -0.217  0.0775
C12 -5.249 1.041 0.561  -0.0411
C13 -2.331 -4.883 -1.728  -0.0412
O11 5.217 -3.378 2.333  0.0472
O12 -1.490 3.139 -0.887  0.0712
C14 8.604 -3.906 2.716  -0.0373
O13 -4.538 -3.036 1.189  0.0246
H23 -5.193 -1.732 -1.690  0.0714
H24 2.444 0.275 -0.947  0.0826
H25 5.241 5.738 -1.897  0.1330
C15 -1.103 2.579 -2.125  -0.1098
H26 2.602 3.528 4.440  0.0913
O14 -3.604 2.532 2.630  0.1725
O15 3.438 2.688 -6.129  0.1376
H27 -9.108 -1.854 2.045  0.0993
H28 0.010 1.144 3.122  0.1070
H29 -4.314 -5.398 2.698  0.1317
O16 3.976 2.931 -2.406  0.0149
O17 2.301 2.959 -0.868  0.1675
H30 2.236 6.116 -7.259  0.0942
O18 2.137 -0.238 3.551  0.1257
C16 -6.012 -1.410 -2.323  -0.0358
C17 2.600 3.357 -5.605  -0.6334
H31 1.239 1.149 -4.885  0.1095
O19 -1.604 -0.511 -0.245  0.0116
O20 -7.573 -0.700 -4.432  0.1404
H32 -0.178 2.017 -2.021  0.0943
H33 -2.238 0.776 -2.351  0.1163
H34 -4.210 0.804 0.734  0.0558
C18 6.436 0.187 0.071  -0.0797
O21 7.229 -4.119 2.394  0.0104
H35 -6.766 -2.176 -2.157  0.0902
H36 4.883 1.694 0.245  0.1265
O22 -1.014 -4.589 1.515  0.1462
C19 -4.275 -3.283 2.575  -0.0928
H37 -4.783 -2.520 3.170  0.1324
C20 -2.400 1.843 -2.522  -0.1166
H38 -3.383 -4.864 -2.008  0.0972
H39 -1.953 -5.809 -2.164  0.0983
H40 2.510 -0.860 5.932  0.0967
H41 4.276 0.115 0.551  0.0969
H42 3.458 3.728 3.011  0.0971
H43 -2.587 1.908 -3.593  0.1269
C21 -0.437 -0.410 0.339  -0.6118
H44 -2.833 -0.718 1.389  0.1101
H45 1.824 -4.004 -0.815  0.0987
C22 5.203 3.640 -2.567  -0.0986
O23 -6.001 -4.570 1.755  0.0604
H46 4.085 -1.245 5.431  0.0959
C23 -5.036 -4.585 2.804  -0.1052
H47 3.003 4.640 -7.863  0.0977
H48 -7.272 -0.522 -6.969  0.0958
C24 2.896 5.293 -6.996  -0.0367
H49 -7.774 -1.674 0.907  0.0816
C25 1.810 -0.124 -0.156  -0.0688
C26 5.151 0.742 0.712  -0.1108
H50 1.521 1.514 -3.165  0.0639
C27 3.275 3.455 -1.331  -0.5548
H51 9.085 -3.469 1.836  0.0968
H52 6.489 -0.898 0.128  0.1207
H53 -3.212 -3.314 2.780  0.1294
C28 3.373 3.033 3.847  -0.0123
H54 1.010 -3.368 0.695  0.0857
C29 1.159 -4.209 0.016  -0.0228
O24 7.397 0.798 0.954  0.0640
H55 -5.344 2.100 0.775  0.0867
C30 -2.459 2.613 2.902  -0.5659
H56 -7.411 -1.840 2.643  0.0921
O25 6.901 -1.902 2.598  0.1348
H57 8.782 -3.216 3.536  0.0985
O26 -1.941 3.166 4.010  0.0725
C31 -0.242 2.159 2.813  -0.1270
O27 -8.210 -0.034 2.126  0.0165
O28 -3.385 3.733 0.125  0.1824
H58 4.347 -1.444 2.740  0.0780
O29 2.212 4.581 -5.976  -0.0105
H59 -0.241 4.150 3.710  0.1310
H60 0.549 2.512 2.152  0.1279
O30 -7.423 2.012 1.845  0.1503
C32 4.222 -2.394 2.219  -0.0378
C33 -0.511 3.123 3.968  -0.0959
H61 4.306 2.890 4.375  0.1011
O31 7.363 1.436 3.109  0.1603
H62 2.225 -1.046 0.250  0.0793
O32 1.834 3.033 -4.569  -0.0063
O33 -6.194 0.229 1.259  -0.0063
O34 -3.411 2.534 -1.805  0.0645
O35 -5.558 -1.299 -3.673  0.0006
C34 -1.127 -4.677 0.334  -0.6307
C35 2.803 0.699 3.896  -0.6248
C36 5.165 4.736 -1.486  -0.0954
O36 3.504 0.745 5.032  -0.0157

Forces on atoms 1 to 2 (eV/Å):
-0.05 0.25 -0.13
-1.18 -0.41 0.20

**E**: -4117.62035 Eh
**Highest occupied orbital energy**: -0.366 Ha
**Orbital gap**: 10.0 eV
**E_LUMO**: 0.014 eV
**SMILES**: COC(=O)OC.COC(=O)OC.COC(=O)OC.COC(=O)OC.COC(=O)OC.COC(=O)OC.COC(=O)OC.O=C1OCCO1.O=C1OCCO1.O=C1OCCO1.O=C1OCCO1.O=C1OCCO1
**Energy relative to the best compared isomer or geometry (same formula, charge and spin)**: 19.25 kcal/mol



> Which value of orbital gap does entry 2 give?

10.0 eV



> The highest E belongs to which entry?

C36H62O36



> E_LUMO of number 1 (C36H62F3NO15PS4)?

-1.852 eV



> Among the records above, which one has the lowest E_LUMO?

C36H62F3NO15PS4